124
Properties=species:S:1:pos:R:3 method="wB97M-V/def2-TZVPD" total_charge=-1 largest_force_ev_per_a=6.8 e_above_lowest_ev=0.000 lumo_ev=1.5 gap_ev=6.9782 homo_ev=-5.52 e_tot_ev=-106428.1765
C 2.02503 2.70274 -3.21170
C 0.63527 1.96695 -3.53872
N 0.62678 0.70319 -2.75185
C -0.06820 -0.41909 -3.44487
C -1.64912 -0.40102 -3.33860
C 0.18384 0.87856 -1.39679
S 0.00055 -0.44635 -0.38359
S -0.17187 2.50691 -0.59974
C 1.18359 2.74552 0.65741
C 0.81254 1.86808 1.92020
C 1.49335 2.36336 3.28121
O 1.53655 1.29845 4.27531
C 2.59569 0.43995 4.05625
O 3.53275 0.61790 3.29386
O 2.56060 -0.75936 4.82611
C 2.10377 -1.77477 3.89184
O 0.89166 -2.09368 3.78138
O 2.98224 -2.40267 3.11717
H 2.30453 2.59064 -2.11361
H 2.84311 2.13896 -3.77521
H 2.03860 3.78596 -3.52424
H 0.67827 1.75238 -4.65699
H -0.26285 2.63091 -3.38443
H 0.18395 -0.34199 -4.54770
H 0.30124 -1.44056 -3.12186
H -2.01886 -1.34067 -3.86955
H -2.04919 -0.46039 -2.28820
H -2.13906 0.48997 -3.83410
H 2.13210 2.37956 0.14453
H 1.36497 3.84592 0.88881
H 1.10559 0.77715 1.83009
H -0.31334 1.93853 2.05338
H 0.78154 3.14225 3.70904
H 2.47907 2.88049 3.12467
O 1.07234 -4.04437 -0.25555
H 0.85071 -3.10478 -0.21911
H 1.54552 -4.20311 0.56894
O 3.80971 1.41972 -0.12120
H 4.72816 1.28245 -0.39161
H 3.79217 1.13792 0.80613
O -2.25400 1.31703 2.81467
H -1.92085 1.01269 3.66926
H -2.65513 0.52782 2.42505
O -4.36207 0.17059 -1.72807
H -4.45158 1.12206 -1.58825
H -5.09919 -0.20785 -1.23471
O -4.90778 1.71931 4.59316
H -3.98773 1.58252 4.32336
H -4.92953 1.41809 5.50852
O -6.89849 0.57021 -3.80059
H -7.28862 -0.31268 -3.82591
H -6.27187 0.52160 -3.06818
O -5.29049 3.14024 -1.40452
H -5.95114 3.79855 -1.65119
H -4.84148 3.53167 -0.64499
O -0.87422 -3.07165 1.50234
H -1.26248 -3.95296 1.48437
H -0.24607 -3.10732 2.23870
O 6.24318 2.44034 -1.74152
H 6.36310 2.39117 -2.69712
H 6.84690 3.14114 -1.46566
O 0.12332 -5.33601 3.28658
H 0.98559 -4.97324 3.53415
H 0.33717 -6.16227 2.83685
O 0.90438 -4.16130 -3.40412
H 1.82556 -4.26364 -3.67160
H 0.91210 -4.39576 -2.46306
O 5.80412 -3.05960 2.01455
H 6.04264 -2.90099 1.09285
H 4.91824 -2.67594 2.09489
O 3.97020 -5.17892 0.89676
H 4.85016 -5.24697 1.28566
H 3.63131 -4.34052 1.23747
O 3.50989 -0.71807 -2.15954
H 3.55566 -0.59294 -1.20415
H 2.74173 -0.19326 -2.42625
O -0.86737 -6.91311 5.88358
H -0.79552 -6.06667 5.42240
H -0.04436 -6.97582 6.38332
O -7.34921 -1.77689 -2.29058
H -7.08860 -1.66052 -1.36869
H -8.29866 -1.94592 -2.24505
O -5.32844 1.75661 1.64982
H -5.08636 1.80279 2.58598
H -6.28567 1.64573 1.66226
O -5.03633 5.78679 -2.70908
H -4.17002 6.12718 -2.45521
H -4.83679 4.96098 -3.17051
O 9.30468 2.55499 -1.97942
H 8.86499 1.69801 -2.04504
H 9.91187 2.45024 -1.23756
O 1.89523 -1.64786 -5.17934
H 1.39014 -2.38227 -4.79852
H 2.35019 -2.04110 -5.93463
O -8.49220 -4.26726 -1.93559
H -7.57485 -4.36260 -2.21972
H -8.47540 -4.51536 -1.00376
O 2.19504 6.02785 -3.40342
H 2.26706 6.87834 -3.85246
H 3.01346 5.95956 -2.89680
O 8.93510 -3.72932 1.85508
H 9.17684 -3.57190 0.93542
H 8.05099 -3.34575 1.93509
O 2.74366 4.68601 4.51023
H 2.86465 4.12142 5.28379
H 2.86979 5.57985 4.85034
O 2.23796 -2.32615 7.49749
H 3.11598 -1.94173 7.59611
H 1.91817 -1.96206 6.66154
O -0.43572 -1.02216 -7.38346
H -0.82950 -1.90168 -7.41023
H 0.18650 -1.06629 -6.64486
O -1.11686 5.60921 0.04531
H -1.19892 6.55701 0.20414
H -1.86245 5.22565 0.52333
O -4.81974 -3.20808 -1.33779
H -3.97817 -2.73525 -1.29085
H -5.20246 -2.92239 -2.17756
O -7.46168 6.64002 -4.20936
H -7.37434 7.49055 -4.65374
H -6.63904 6.55102 -3.70664
O 0.53688 -5.66766 8.43859
H 0.44054 -4.71509 8.56058
H -0.19692 -6.04363 8.93859

60
Properties=species:S:1:pos:R:3 method="wB97M-V/def2-TZVPD" total_charge=+2 s_squared=8.759 largest_force_ev_per_a=1.4 lumo_ev="-4.4 / -8.1" gap_ev="9.3617 / 6.5294" homo_ev="-13.81 / -14.60" e_tot_ev=-52896.9157 spin_multiplicity=6
Ru 0.00400 0.07145 -0.50205
C -2.44459 -1.78382 -3.72610
C -1.41817 -0.96041 -3.27895
N -1.35178 -1.00303 -1.94251
N -2.31411 -1.83570 -1.51527
C -2.98929 -2.31690 -2.56719
B -2.60767 -2.00107 -0.00567
N -2.94777 -0.58800 0.53181
C -4.06890 -0.18323 1.14604
C -4.00719 1.18924 1.32161
C -2.78389 1.55270 0.76677
N -2.15700 0.47338 0.29007
N -1.32907 -2.54094 0.67979
C -1.22849 -3.63309 1.45202
C 0.10349 -3.82448 1.78001
C 0.76920 -2.77729 1.14889
N -0.10355 -2.01567 0.48565
H -2.75250 -1.96437 -4.74082
H -0.74602 -0.33657 -3.84787
H -3.80684 -3.00718 -2.43945
H -3.51619 -2.74180 0.17785
H -4.84720 -0.87802 1.41577
H -4.74941 1.83160 1.76253
H -2.34537 2.53332 0.67397
H -2.09483 -4.21980 1.71013
H 0.53029 -4.61325 2.37451
H 1.82614 -2.56605 1.11404
C -0.77203 0.75824 3.40838
P 0.49719 0.71431 2.10187
C 1.86978 -0.14610 2.95003
C 1.04934 2.47842 2.02282
C 1.89173 2.81100 0.79145
P 1.04744 2.36601 -0.78483
C -0.16963 3.71406 -1.00060
C 2.31615 2.71832 -2.04141
H -0.31967 1.11738 4.33367
H -1.16328 -0.24638 3.57304
H -1.59588 1.40988 3.12570
H 2.19694 0.44503 3.80548
H 2.71435 -0.31582 2.28269
H 1.50444 -1.11133 3.29988
H 1.60870 2.69247 2.93526
H 0.14374 3.09019 2.04130
H 2.85226 2.29010 0.81899
H 2.10578 3.88164 0.75167
H 0.35618 4.62463 -1.28625
H -0.69879 3.88973 -0.06453
H -0.89983 3.46710 -1.77062
H 2.60671 3.76612 -1.97051
H 1.93106 2.51635 -3.04048
H 3.19073 2.09069 -1.87023
N 3.47858 -1.64475 -2.89210
C 4.19751 -1.17529 -1.82496
C 3.27997 -0.64275 -0.97248
N 2.01983 -0.78672 -1.51383
C 2.17767 -1.39434 -2.67391
H 3.87026 -2.11467 -3.69308
H 5.26748 -1.26203 -1.75341
H 3.43904 -0.18124 -0.01170
H 1.38297 -1.68128 -3.34287

73
Properties=species:S:1:pos:R:3 method="wB97M-V/def2-TZVPD" total_charge=+1 largest_force_ev_per_a=7.7 lumo_ev=-4.7 gap_ev=6.4997 homo_ev=-11.20 e_tot_ev=-77713.8335
C 0.87512 3.13448 3.67661
C 0.73322 3.54023 2.52637
C 0.10489 3.99436 1.14910
C -0.03161 2.84030 0.06788
P 1.79612 2.16575 0.14579
C 2.63439 2.39543 -1.55304
O 1.82292 0.50374 0.44077
N -0.28939 3.65821 -1.17979
C -1.57990 3.56726 -1.40272
N -2.16410 4.18997 -2.57678
C -1.41014 4.10468 -3.59316
S -0.43297 4.31102 -4.85402
C -2.42119 2.74161 -0.29018
C -3.16740 3.68355 0.76264
C -3.41734 5.09598 0.29163
C -4.10901 5.91278 1.33122
C -4.42711 5.30475 2.63763
N -4.23507 4.01931 3.12292
C -3.61865 3.29272 2.11005
C -1.23856 1.76848 0.13312
N -1.25472 1.34690 1.53126
C -1.92822 0.06089 1.84365
C -3.34623 -0.20595 1.18579
S -1.04491 0.52362 -1.25140
C -2.58103 0.13943 -2.19323
O -0.05458 0.94231 -2.30125
O -0.54245 -0.80739 -0.79838
H 0.86558 2.97341 4.79128
H 0.90196 4.70392 0.72433
H -0.79253 4.64828 1.32728
H 3.01973 1.35629 -1.83681
H 1.91526 2.68958 -2.37123
H 3.53079 3.06812 -1.43726
H 1.89203 0.37612 1.41473
H 0.45954 4.13797 -1.68838
H -3.29668 2.39173 -0.91156
H -3.17286 5.54358 -0.70458
H -4.37780 6.98339 1.11243
H -4.92130 6.00504 3.38871
H -3.43940 2.20591 2.39236
H -0.27066 1.17666 1.80562
H -1.28428 -0.86644 1.66621
H -2.09343 0.05918 2.97698
H -3.90030 0.70307 0.81263
H -4.00873 -0.65846 1.99919
H -3.22123 -1.02748 0.41724
H -2.33893 -0.55902 -3.05934
H -2.90033 1.11958 -2.69306
H -3.45690 -0.19122 -1.57069
O 6.00771 -1.66798 1.90000
C 5.12097 -2.21439 1.30362
O 3.79826 -1.96858 1.51965
C 3.01244 -2.86589 0.72141
C 3.92391 -3.30351 -0.40240
C 5.28749 -3.28720 0.25758
H 2.69506 -3.70406 1.34887
H 2.12694 -2.34656 0.34982
H 3.65245 -4.27422 -0.82474
H 3.89820 -2.56389 -1.20985
H 5.51180 -4.23515 0.75186
H 6.07390 -3.02632 -0.44894
O 3.70310 -6.13939 -0.72779
C 2.56771 -6.52053 -0.83794
O 1.68347 -6.57005 0.19209
C 0.46103 -7.17284 -0.25561
C 0.45482 -6.99084 -1.75754
C 1.93154 -7.04908 -2.09804
H 0.46530 -8.22659 0.03585
H -0.38674 -6.67890 0.22006
H -0.14627 -7.73637 -2.27909
H 0.05887 -6.00268 -2.00981
H 2.27144 -8.07332 -2.26544
H 2.17306 -6.41934 -2.95314

118
Properties=species:S:1:pos:R:3 method="wB97M-V/def2-TZVPD" total_charge=+1 largest_force_ev_per_a=1.2 lumo_ev=-4.6 gap_ev=5.9816 homo_ev=-10.62 e_tot_ev=-124044.6736
W 0.64955 -0.37499 2.10758
C -0.44295 1.42110 -2.42805
O 0.13026 0.84530 -1.25583
C 1.21405 1.50301 -0.71660
C 1.05867 2.72280 -0.06863
C -0.26716 3.43574 -0.00899
C -1.50897 2.80450 0.61846
C -2.64804 3.61599 0.61231
C -3.90039 3.18335 1.01912
C -4.02584 1.84531 1.38931
C -2.93958 0.99157 1.44775
C -3.12664 -0.44786 1.86310
C -2.64562 -1.46332 0.85551
C -3.26941 -1.59891 -0.38055
C -2.86108 -2.54507 -1.31389
C -1.79308 -3.37982 -0.98081
C -1.12538 -3.27102 0.22809
C 0.09107 -4.10423 0.54099
C 1.36717 -3.56445 -0.06449
C 2.27600 -4.46533 -0.61319
C 3.40096 -4.04765 -1.30999
C 3.53081 -2.68200 -1.55587
C 2.65402 -1.73847 -1.04196
C 2.66893 -0.34243 -1.63828
C 2.47323 0.89595 -0.80533
C 3.57107 1.54733 -0.26164
C 3.46512 2.79390 0.34944
C 2.19542 3.35846 0.42877
C 4.71848 3.49216 0.86184
C 5.65676 3.75001 -0.32824
C 4.40269 4.82923 1.53110
C 5.43306 2.59992 1.88670
C 1.64398 -2.20471 -0.18447
O 0.89427 -1.30532 0.52682
C 4.44469 -5.01797 -1.85028
C 5.79493 -4.67937 -1.20090
C 4.10464 -6.47365 -1.52859
C 4.55595 -4.87858 -3.37571
C -1.58384 -2.31027 1.12226
O -0.84254 -2.13418 2.30971
C -1.20743 -2.97205 3.42585
C -3.54060 -2.69072 -2.67534
C -4.65892 -1.66543 -2.87677
C -2.49953 -2.49019 -3.78493
C -4.14719 -4.09495 -2.79210
C -1.67442 1.50500 1.12032
O -0.60025 0.68403 1.35971
C -5.10749 4.11714 0.98106
C -4.71685 5.53705 1.40162
C -6.21612 3.64126 1.92603
C -5.64276 4.14119 -0.45761
H 0.22431 2.16139 -2.87365
H -1.40312 1.88791 -2.18854
H -0.61069 0.61501 -3.14319
H -0.56496 3.67145 -1.03859
H -0.11025 4.40558 0.46643
H -2.52600 4.63185 0.25622
H -4.99357 1.45080 1.66414
H -4.19569 -0.60530 2.02242
H -2.64307 -0.62188 2.82562
H -4.09579 -0.93855 -0.59814
H -1.44940 -4.12269 -1.69100
H -0.06192 -5.08949 0.09656
H 0.20808 -4.26864 1.61481
H 2.07348 -5.51910 -0.48711
H 4.33123 -2.33196 -2.19536
H 1.88698 -0.34666 -2.40304
H 3.61526 -0.23379 -2.17023
H 4.54176 1.07921 -0.36726
H 2.07099 4.33742 0.87067
H 5.15552 4.33805 -1.09801
H 5.99480 2.81752 -0.77954
H 6.53910 4.29979 0.00120
H 3.94255 5.53263 0.83596
H 5.32614 5.28086 1.89307
H 3.74055 4.70329 2.39099
H 5.67287 1.61875 1.47673
H 4.81959 2.45479 2.77745
H 6.36817 3.06927 2.19569
H 5.73752 -4.77353 -0.11572
H 6.10794 -3.66185 -1.43553
H 6.56589 -5.36017 -1.56395
H 4.04623 -6.64374 -0.45244
H 4.88554 -7.12354 -1.92296
H 3.16155 -6.77796 -1.98463
H 4.86788 -3.87783 -3.67460
H 3.60104 -5.09606 -3.85614
H 5.29720 -5.58254 -3.75635
H -0.28777 -3.30182 3.90658
H -1.76895 -3.82614 3.05382
H -1.82139 -2.40901 4.12845
H -4.28211 -0.64310 -2.81764
H -5.45558 -1.78763 -2.14206
H -5.10145 -1.79740 -3.86387
H -2.05848 -1.49461 -3.72345
H -2.97332 -2.59247 -4.76151
H -1.69392 -3.22235 -3.72696
H -4.90950 -4.25431 -2.02846
H -3.39005 -4.87140 -2.68157
H -4.61350 -4.21824 -3.77017
H -4.25756 5.54012 2.38879
H -5.60877 6.16238 1.43805
H -4.02705 6.00513 0.69896
H -5.83865 3.49622 2.93962
H -6.67575 2.71249 1.58777
H -7.00526 4.39120 1.96632
H -4.87828 4.48888 -1.15360
H -6.49831 4.81354 -0.52856
H -5.96260 3.14603 -0.77088
S -1.49633 5.71178 4.22152
C -0.83924 4.24797 3.99782
S -1.54096 2.76879 4.61344
C -0.26997 1.70196 4.07655
C 0.78701 2.28515 3.44029
S 2.08674 1.31617 2.79105
S 0.74057 4.01788 3.28482
S -0.38079 -0.01615 4.28882
I 2.48983 -2.06970 3.13967

26
Properties=species:S:1:pos:R:3 method="wB97M-V/def2-TZVPD" largest_force_ev_per_a=4.7 e_above_lowest_ev=5.890 lumo_ev="-0.1 / -0.1" gap_ev="6.0097 / 6.0169" homo_ev="-6.15 / -6.15" e_tot_ev=-16897.1521
C 1.10336 0.75974 0.84430
C 2.06732 0.03290 0.18741
C 3.54823 0.41952 0.38972
C 1.89064 -1.13629 -0.71678
C -1.38930 -1.70795 0.58901
C -3.19956 0.06238 0.00336
C -1.90183 -0.19569 0.81760
N -0.79697 2.46630 -0.66223
Si -0.62064 1.02190 0.23689
H 1.42902 1.74845 1.12872
H 3.99848 0.39107 -0.60104
H 3.50221 1.37966 0.89721
H 4.15850 -0.27581 0.88614
H 0.84077 -1.28945 -0.97919
H 2.45236 -2.01454 -0.24640
H 2.20055 -0.98786 -1.73769
H -0.36737 -1.80663 0.86889
H -1.97452 -2.40281 1.28413
H -1.53811 -1.78600 -0.40624
H -3.79773 1.02464 0.36341
H -4.02029 -0.60471 0.30344
H -2.92820 0.19610 -1.00376
H -2.31821 -0.14186 1.90313
H -0.06251 2.74765 -1.37844
H -1.60021 3.10539 -0.69506
H -0.67598 -1.00609 -2.27653

8
Properties=species:S:1:pos:R:3 method="wB97M-V/def2-TZVPD" largest_force_ev_per_a=1.6 e_above_lowest_ev=4.204 lumo_ev=-0.6 smiles=[O-][N+]#CI.C#[N+][O-] gap_ev=8.8239 homo_ev=-9.44 e_tot_ev=-17259.3255
C -1.10864 0.95053 0.17512
C 1.11940 -0.21710 -0.73078
N -1.14060 0.45992 1.22386
N 0.84676 -1.34865 -0.84683
O 0.26516 -2.36470 -1.01651
O -0.97764 -0.07634 2.25790
I 2.49925 1.20759 -0.37417
H -1.50368 1.38874 -0.68859